Record 1
{"formula": "C38H35BeN4O4", "method": "the ωB97M-V functional and the def2-TZVPD basis", "total_charge": -1, "energy_ha": -2004.04117, "elements": ["O", "O", "O", "O", "N", "N", "N", "N", "C", "C", "C", "C", "C", "C", "C", "C", "C", "C", "C", "C", "C", "C", "C", "C", "C", "C", "C", "C", "C", "C", "C", "C", "C", "C", "C", "C", "C", "C", "C", "C", "C", "C", "C", "C", "C", "C", "Be", "H", "H", "H", "H", "H", "H", "H", "H", "H", "H", "H", "H", "H", "H", "H", "H", "H", "H", "H", "H", "H", "H", "H", "H", "H", "H", "H", "H", "H", "H", "H", "H", "H", "H", "H"], "positions_angstrom": [[1.37346, 2.36934, 1.82292], [0.72490, 0.49862, 0.80307], [2.96443, 4.36991, -0.87099], [-2.76505, 0.54395, -1.65198], [-1.02481, -0.97592, 2.14940], [-0.06426, 2.50187, -0.85452], [-0.33595, 0.31154, -1.68918], [2.33506, 2.08990, -1.03292], [-1.49883, 4.66942, -1.49053], [-3.80294, -0.62705, 2.81265], [3.73655, 1.61041, -2.93139], [-1.51054, -3.29916, 1.54430], [-0.84558, -0.99570, 4.61076], [-0.97252, -0.94432, -3.65929], [0.27231, 0.69991, 3.20441], [-3.51685, -4.39148, 2.40387], [4.84782, 1.00706, -3.42657], [-2.30388, -4.43769, 1.69105], [5.80150, 0.44400, -2.57925], [-3.25055, -1.97506, 2.57035], [-0.12303, 4.80114, -1.25733], [-0.54986, -0.28651, 5.74712], [4.53989, 1.16688, -0.63382], [2.75895, 2.32987, -3.85390], [0.29043, -2.06944, -1.86032], [2.09415, 3.48070, -0.95387], [1.22682, -2.04662, -0.68789], [5.67309, 0.55031, -1.19533], [-0.26859, -0.85641, -2.39483], [0.59386, 3.65462, -1.00049], [-0.97261, -3.32200, -3.49195], [0.12961, 0.92193, 5.64785], [0.57331, 1.36641, 4.36682], [-1.93503, -2.08619, 2.07532], [-0.49019, -0.45640, 3.32883], [-1.23512, -2.17747, -4.20885], [-0.19976, -3.28045, -2.33198], [-1.42270, 0.28008, -4.41968], [0.80803, 1.27547, 1.88651], [-2.10485, 3.46010, -1.46322], [-1.31064, 2.34503, -1.23762], [-4.00992, -3.15345, 2.83475], [4.40763, 1.30805, 0.85956], [-5.29587, -3.11994, 3.58308], [3.49139, 1.56002, -1.53443], [-1.61585, 0.98601, -1.55615], [0.87338, 1.21226, -0.62266], [-6.15288, -2.88089, 2.93023], [0.36211, 5.77249, -1.36475], [4.98995, 0.95083, -4.51850], [1.78769, -3.02719, -0.71717], [-2.48070, 0.60567, -4.21611], [0.48207, 1.45892, 6.52239], [3.18060, 2.35748, -4.82999], [-3.98890, -0.44218, 3.85413], [0.10903, -4.19237, -1.89338], [-1.32135, -4.30433, -3.81856], [-1.27086, 0.16674, -5.48678], [-3.18661, 3.36161, -1.62610], [4.61736, 0.38361, 1.32943], [1.74840, 1.85679, -3.83863], [-5.29480, -2.37194, 4.40204], [5.13663, 2.06968, 1.18920], [6.43692, 0.09951, -0.48252], [-2.13641, 5.52664, -1.63240], [0.83895, -1.81283, 0.30160], [6.57753, -0.18813, -2.98770], [-1.62891, -2.25720, -5.22371], [-3.28409, 0.18621, 2.34971], [-2.00503, -5.35406, 1.12113], [-0.51374, -3.33201, 1.11740], [-4.13338, -5.26493, 2.64307], [-0.74992, 1.07245, -4.19272], [-0.73403, -0.51302, 1.28670], [-5.46805, -4.12386, 4.00606], [-4.77944, -0.54258, 2.31552], [1.96428, -1.26849, -0.85133], [3.38743, 1.65077, 1.12768], [-0.84014, -0.70428, 6.72744], [1.13409, 2.25364, 4.24062], [-1.51494, -1.84579, 4.61677], [2.64034, 3.33951, -3.45250]], "forces_ev_per_a": [[-1.0, -0.7, 0.9], [-0.3, 0.8, 1.5], [-2.0, -1.0, -0.6], [1.2, 0.4, -0.3], [-0.5, -0.7, 0.0], [0.3, 1.9, -0.6], [-1.2, 1.8, 0.5], [-2.8, 1.9, 0.1], [0.6, 1.2, 0.7], [-1.6, 0.1, -0.3], [-1.5, 0.3, 0.7], [-0.1, -0.2, 0.6], [-0.3, 0.6, -1.8], [0.6, 0.5, 0.8], [0.6, 0.4, -0.4], [0.4, 0.7, -0.2], [1.3, -0.6, -0.8], [-0.2, -0.7, -0.9], [-0.1, -0.4, 0.5], [0.5, -0.9, -0.1], [-0.1, 0.7, -0.7], [0.2, 0.0, 0.7], [-0.6, -0.6, -1.4], [-0.5, -0.6, 1.7], [-1.2, 1.0, 0.4], [2.5, -1.9, 0.5], [1.0, -0.8, -0.5], [0.2, -0.3, 0.7], [-1.8, -2.0, -1.2], [-0.3, 0.5, 0.9], [0.2, -1.2, 0.3], [1.2, 0.4, -1.1], [-0.8, -0.6, 1.6], [-0.1, 0.1, 0.4], [-1.7, -1.2, -0.7], [-0.1, -0.5, -0.3], [0.1, 1.3, -1.3], [-0.6, -0.1, 0.3], [0.8, -0.1, -0.9], [-1.3, -1.2, -0.2], [0.1, 2.2, 0.8], [1.3, 0.4, -0.6], [-0.6, 1.5, -0.8], [-0.7, 0.2, 0.4], [2.9, 0.7, 0.6], [1.2, -4.2, -0.2], [0.5, -1.1, -0.7], [0.2, 0.0, 0.2], [0.0, -0.4, 0.1], [0.0, 0.0, 0.6], [-0.5, 1.0, 0.5], [1.0, -0.4, -0.1], [-0.3, 0.0, 0.0], [0.1, 0.1, -0.9], [0.1, 0.3, 0.6], [0.3, -0.8, 0.6], [0.1, 0.3, -0.2], [-0.3, -0.5, -0.3], [0.6, -0.1, -0.1], [0.3, -1.0, 0.7], [0.7, 0.2, -0.1], [0.0, -0.4, -0.4], [-0.3, -0.3, 0.1], [-0.9, 0.6, -1.1], [0.2, 0.4, -0.2], [-0.3, -0.3, -0.1], [0.3, 0.2, -0.1], [-0.3, 0.1, 0.3], [0.9, 0.2, 0.1], [-0.2, 0.7, 1.0], [-0.2, -0.2, -0.1], [0.5, 0.1, -0.4], [0.3, 1.1, 0.5], [0.1, -0.3, 0.3], [-0.1, 0.5, 0.0], [-0.1, -0.3, 0.2], [0.4, 0.2, -0.1], [0.7, -0.2, -0.1], [0.1, 0.4, -0.6], [0.6, 0.9, 0.2], [0.2, -0.2, 0.1], [-0.1, 0.1, -0.3]]}

Record 2
{"formula": "C9H16NO2P", "method": "the ωB97M-V functional and the def2-TZVPD basis", "energy_ha": -899.07119, "de_lowest_ev": 0.000, "elements": ["P", "O", "O", "N", "C", "C", "C", "C", "C", "C", "C", "C", "C", "H", "H", "H", "H", "H", "H", "H", "H", "H", "H", "H", "H", "H", "H", "H", "H"], "positions_angstrom": [[0.58640, 1.72914, 0.78524], [1.83181, 2.30664, 0.31136], [-2.16225, -0.17531, 1.43018], [-0.72532, -0.52128, -0.32776], [1.74366, -0.48057, -0.49834], [-1.92235, -0.53863, 0.28198], [0.40243, 1.57059, 2.64575], [1.88027, -1.59103, -1.52030], [-0.92761, 2.54802, 0.16645], [0.47137, -0.09870, 0.19458], [2.86709, -1.75326, -2.36539], [1.50132, -0.87222, 0.93702], [-3.08679, -0.97639, -0.58983], [2.65920, 0.28018, -0.56949], [1.53264, -1.91755, 1.28917], [-1.13307, 3.47742, 0.56618], [-3.99312, -0.79927, -0.06099], [-1.70028, 1.92687, 0.14170], [-0.74782, -0.78927, -1.35615], [0.21861, 2.47597, 3.17248], [-2.99866, -0.53423, -1.65343], [1.19324, -2.34170, -1.34015], [3.67061, -1.06618, -2.55155], [-0.76779, 2.56570, -0.88786], [-2.99242, -2.04494, -0.83923], [2.77327, -2.67320, -2.91960], [2.16900, -0.34950, 1.58775], [-0.19898, 0.65616, 2.71749], [1.39704, 1.40324, 2.99006]], "forces_ev_per_a": [[-2.4, -1.1, 1.6], [1.7, 1.1, -0.5], [1.0, -0.3, -0.5], [-1.2, -1.7, -2.9], [3.5, 0.5, -0.9], [-1.8, 0.2, 0.7], [0.8, -0.8, -2.3], [0.1, 2.6, 2.1], [3.8, -0.5, -1.0], [1.8, 2.9, 1.0], [-0.3, -0.6, -0.7], [0.9, -1.7, 0.4], [1.6, -0.4, -2.3], [-2.6, -1.2, 0.0], [-0.9, 0.3, -0.8], [-0.3, 1.9, 0.8], [-0.7, 0.3, 0.0], [-3.6, -2.6, 1.0], [0.2, 0.5, 2.0], [-1.4, 0.7, 0.2], [-0.5, -0.1, 1.8], [-1.5, -1.8, -0.2], [0.1, 0.2, 0.0], [0.6, 0.9, -1.1], [-0.1, 0.1, 0.5], [0.6, -0.1, -0.4], [-0.1, 0.8, 0.5], [-0.3, 0.7, 0.8], [1.0, -0.8, 0.1]]}

| no. | gap between HOMO and LUMO (eV) |
| --- | --- |
| 1 | 7.07 |
| 2 | 9.67 |